Record 1
The following is a DFT calculation (ωB97M-V/def2-TZVPD) of a single C3H5NO2 molecule in a non-equilibrium geometry.

Last column: Mulliken charge in e.
Geometry (Å):
H -1.676 -0.396 -1.045  0.4451
N -1.286 0.340 -1.744  -0.6593
C -0.543 0.575 -0.781  0.4886
C 0.784 0.951 -0.228  -0.3025
O 1.199 -0.312 0.257  -0.3632
C 0.092 -0.956 0.895  -0.0754
O -1.050 -0.336 0.416  -0.4867
H 1.521 1.289 -0.955  0.2794
H 0.652 1.696 0.568  0.2331
H 0.155 -2.025 0.637  0.2103
H 0.154 -0.826 1.981  0.2307

Computed properties:
- multiplicity = 1
- energy (eV) = -8774.2692
- net charge = 0
- relative energy (zero: lowest compared OMol25 entry of this formula, charge and spin) (kJ/mol) = 330.5
- HOMO energy (eV) = -10.046
- max |F| (eV/Å) = 3.09
- SMILES = [H]/N=C1/COCO1


Record 2
The following is a DFT calculation (ωB97M-V/def2-TZVPD) of a single C3H5NO2 molecule in a non-equilibrium geometry.

Last column: Mulliken charge in e.
Geometry (Å):
H 2.485 -0.580 -1.034  0.2655
N 1.750 -1.133 -0.595  -0.6544
C 0.780 -0.415 -0.241  0.4898
C -0.481 -0.887 0.428  -0.2342
O -1.453 0.013 -0.090  -0.3509
C -0.748 1.210 -0.014  -0.1795
O 0.629 0.923 -0.370  -0.3700
H -0.737 -1.913 0.197  0.2788
H -0.365 -0.728 1.514  0.2293
H -0.959 1.893 -0.818  0.2503
H -0.825 1.592 1.024  0.2752

Computed properties:
- multiplicity = 1
- energy (eV) = -8776.1039
- net charge = 0
- relative energy (zero: lowest compared OMol25 entry of this formula, charge and spin) (kJ/mol) = 153.5
- HOMO energy (eV) = -10.343
- max |F| (eV/Å) = 1.30
- SMILES = [H]/N=C1/COCO1